Entry 1:
# C4H12ClNP

The ion C4H12ClNP with charge +1 (ωB97M-V with the def2-TZVPD basis set, the Open Molecules 2025 dataset).

Calculated values
Gap between HOMO and LUMO (Eh): 0.38473
Net charge: +1
E_HOMO (eV): -14.95
Electronic energy (Eh): -1015.577967
SMILES string: CC[N+](C)(C)PCl

Geometry (Å):
C1 0.701 1.748 0.666
C2 -0.159 0.834 -0.325
N1 -0.428 -0.576 -0.059
C3 0.767 -1.214 0.640
C4 -0.981 -1.049 -1.389
P1 -2.030 -0.673 1.074
Cl1 -3.485 0.447 -0.173
H1 0.012 2.024 1.389
H2 1.622 1.160 0.952
H3 0.949 2.568 0.148
H4 0.438 0.746 -1.354
H5 -1.170 1.439 -0.535
H6 1.392 -1.349 -0.211
H7 1.104 -0.564 1.318
H8 0.394 -2.170 1.125
H9 -0.153 -1.476 -1.910
H10 -1.647 -1.938 -1.141
H11 -1.614 -0.261 -1.726
H12 -1.659 0.391 1.770

Atom charges from the natural (NBO) analysis, given in e for atoms 1 to 4:
1. C -0.60
2. C -0.27
3. N -0.44
4. C -0.39


Entry 2:
# C9H10N2S

A structure of composition C9H10N2S (ωB97M-V with the def2-TZVPD basis set, the Open Molecules 2025 dataset).

Calculated values
Gap between HOMO and LUMO (Eh): 0.33215
Net charge: 0
E_HOMO (eV): -8.57
Electronic energy (Eh): -856.534394

Geometry (Å):
C1 -1.907 -1.846 0.627
C2 -1.500 -1.201 -0.701
C3 -0.406 -0.218 -0.525
C4 0.945 -0.455 -0.912
C5 1.976 0.467 -0.433
C6 4.235 -0.564 0.503
C7 1.579 1.744 0.104
C8 0.261 2.009 0.344
C9 -0.719 1.046 0.068
H1 -3.235 -2.045 0.430
H2 -1.568 -1.055 1.602
H3 -1.233 -2.942 0.743
H4 -2.466 -0.886 -1.218
H5 -1.109 -2.061 -1.320
H6 1.177 -1.295 -1.524
H7 2.372 2.398 0.354
H8 0.049 3.077 0.620
H9 -2.792 1.003 -0.302
H10 -2.234 2.293 0.696
N1 4.973 -1.017 1.347
N2 -2.046 1.285 0.374
S1 3.648 0.263 -0.877

Atom charges from the natural (NBO) analysis, given in e for atoms 1 to 4:
1. C -0.61
2. C -0.48
3. C -0.07
4. C -0.15


Entry 3:
# C3H14O3S

A cluster of 4 separate species, C3H14O3S in total (ωB97M-V with the def2-TZVPD basis set, the Open Molecules 2025 dataset).

Calculated values
Gap between HOMO and LUMO (spin up / spin down) (Eh): 0.43255 / 0.26295
Net charge: +1
E_HOMO (spin up / spin down) (eV): -14.85 / -14.90
Electronic energy (Eh): -746.283253
Spin multiplicity: 2

Geometry (Å):
C1 -0.785 -1.735 0.442
C2 -0.296 -0.309 0.269
S1 -0.741 0.411 -1.306
C3 0.309 1.882 -1.231
H1 -1.046 -2.256 -0.488
H2 -1.731 -1.679 0.978
H3 -0.103 -2.308 1.057
H4 0.751 -0.048 0.481
H5 -0.749 0.392 0.994
H6 0.156 2.373 -2.197
H7 -0.004 2.578 -0.463
H8 1.305 1.495 -1.090
H9 -3.204 1.505 1.118
H10 -4.611 0.962 1.360
O1 -3.714 0.692 1.142
H11 2.756 -0.023 1.639
H12 2.908 0.573 0.174
O2 2.673 0.754 1.087
H13 1.763 -2.355 -0.947
H14 2.273 -1.459 -1.983
O3 2.089 -1.445 -1.036

Atom charges from the natural (NBO) analysis, given in e for atoms 1 to 4:
1. C -0.65
2. C -0.62
3. S 0.87
4. C -0.78


Entry 4:
# C20H26F5IO16SSi2

A structure of composition C20H26F5IO16SSi2 (ωB97M-V with the def2-TZVPD basis set, the Open Molecules 2025 dataset).

Calculated values
Gap between HOMO and LUMO (Eh): 0.35450
Net charge: 0
E_HOMO (eV): -9.52
Electronic energy (Eh): -3755.875495

Geometry (Å):
C1 -4.917 -4.174 1.354
C2 -4.964 -2.977 1.223
Si1 -5.063 -1.158 0.973
C3 -4.329 -0.261 2.449
C4 -3.057 0.588 2.214
C5 -1.917 0.213 3.147
I1 -1.240 -1.807 2.957
O1 -4.411 -0.673 -0.486
Si2 -3.107 -1.374 -1.237
S1 -3.656 -3.132 -2.317
H1 -5.006 -5.236 1.362
H2 -6.491 -0.846 0.908
H3 -4.164 -1.010 3.228
H4 -5.124 0.385 2.830
H5 -3.296 1.625 2.468
H6 -2.744 0.595 1.169
H7 -2.265 0.299 4.175
H8 -1.056 0.871 3.055
H9 -2.626 -0.386 -2.219
H10 -2.045 -1.622 -0.247
H11 -2.695 -3.957 -1.886
C6 3.151 -0.793 2.287
C7 1.923 0.079 2.183
O2 2.410 1.215 1.478
C8 3.457 0.802 0.723
O3 3.940 1.429 -0.166
O4 3.869 -0.423 1.101
F1 1.476 0.476 3.397
H12 3.743 -0.533 3.165
H13 2.926 -1.854 2.291
H14 1.099 -0.367 1.625
C9 5.918 3.833 -0.616
C10 4.697 4.711 -0.747
O5 5.185 5.792 -1.527
C11 6.211 5.326 -2.290
O6 6.674 5.883 -3.225
O7 6.616 4.111 -1.834
F2 4.269 5.178 0.449
H15 6.530 4.128 0.238
H16 5.678 2.777 -0.548
H17 3.857 4.245 -1.265
C12 -8.709 1.505 -0.382
C13 -9.758 2.441 0.178
O8 -9.867 2.008 1.522
C14 -8.678 1.443 1.876
O9 -8.346 1.197 2.985
O10 -7.921 1.218 0.775
F3 -10.956 2.299 -0.436
H18 -9.163 0.585 -0.752
H19 -8.095 1.950 -1.161
H20 -9.480 3.496 0.165
C15 1.629 -5.535 -0.252
C16 2.428 -4.278 -0.528
O11 2.065 -3.448 0.564
C17 1.704 -4.255 1.604
O12 1.565 -3.879 2.719
O13 1.532 -5.524 1.176
F4 2.063 -3.681 -1.682
H21 0.629 -5.462 -0.684
H22 2.112 -6.445 -0.595
H23 3.510 -4.416 -0.527
C18 6.897 1.339 -4.159
C19 5.495 1.244 -3.613
O14 5.202 -0.134 -3.736
C20 6.387 -0.811 -3.684
O15 6.490 -1.979 -3.523
O16 7.426 0.050 -3.829
F5 4.608 1.959 -4.350
H24 6.899 1.468 -5.242
H25 7.481 2.132 -3.699
H26 5.396 1.534 -2.565

Atom charges from the Mulliken analysis, given in e for atoms 1 to 4:
1. C 0.54
2. C -0.98
3. Si 0.38
4. C -0.71


no.,maximum force (eV Å⁻¹)
1,5.92
2,5.72
3,1.54
4,0.92